No. 1
Molecular formula: C43H57BaGeN8O5S2Se
Method: DFT, ωB97M-V with the def2-TZVPD basis set

Structure (XYZ):
```
118
Properties=species:S:1:pos:R:3:lowdin_charge:R:1
Ba 0.63050 -0.50977 -0.33030 1.760
N -0.69021 -1.65386 2.18858 -0.037
C -0.45376 -2.89309 2.92026 -0.255
C -0.06214 -4.00273 1.95406 -0.203
N 1.14375 -3.71880 1.18997 -0.166
C 1.31352 -4.66017 0.08629 -0.203
C 2.19123 -4.11306 -1.03036 -0.256
N 1.52619 -3.02499 -1.74124 -0.051
C 2.33358 -3.65084 2.03648 -0.190
C 2.76753 -2.23137 2.38745 -0.281
N 3.13111 -1.49387 1.18202 -0.028
H -0.90590 -0.87973 2.80564 0.068
H -1.47159 -1.78229 1.55241 0.033
H -1.32961 -3.24261 3.48135 0.113
H 0.33980 -2.72411 3.65077 0.101
H -0.88389 -4.13826 1.24470 0.110
H 0.02913 -4.94215 2.52758 0.125
H 0.32779 -4.89225 -0.32522 0.104
H 1.74413 -5.61470 0.43371 0.124
H 2.47278 -4.94376 -1.68864 0.113
H 3.10921 -3.71217 -0.59894 0.097
H 0.84650 -3.38093 -2.40498 0.069
H 2.18843 -2.47370 -2.27750 0.060
H 3.16500 -4.13586 1.51724 0.113
H 2.17894 -4.21907 2.96672 0.123
H 3.58432 -2.29616 3.12094 0.112
H 1.94410 -1.69451 2.85458 0.046
H 4.04982 -1.75444 0.84289 0.083
H 3.17754 -0.49739 1.36962 -0.012
S 1.80718 1.01915 -5.26617 1.095
C 0.37647 0.05478 -5.42308 -0.474
C -0.41166 -0.17439 -6.54387 -0.095
C -1.51717 -0.99743 -6.41132 -0.087
C -1.83092 -1.57589 -5.17955 -0.068
C -1.04520 -1.34011 -4.06810 -0.012
C 0.07477 -0.52162 -4.18177 -0.306
N 0.95876 -0.20969 -3.16095 -0.016
C 1.91131 0.57523 -3.55444 -0.511
C 2.98984 1.09361 -2.70084 -0.305
C 3.97918 1.89680 -3.28657 -0.092
C 4.99539 2.42217 -2.51360 -0.111
C 5.01380 2.14654 -1.15059 -0.113
C 4.02234 1.35043 -0.59236 -0.183
C 2.96595 0.77740 -1.32329 -0.207
H -0.16387 0.27943 -7.49456 0.104
H -2.14402 -1.19420 -7.27080 0.103
H -2.70046 -2.21687 -5.10070 0.107
H -1.28737 -1.76748 -3.10853 0.073
H 3.95530 2.11621 -4.34994 0.069
H 5.75984 3.04393 -2.96290 0.092
H 5.80016 2.56274 -0.52822 0.091
H 4.06660 1.19134 0.48643 0.055
C 4.60897 1.76221 7.41929 -0.228
Ge 3.91041 2.19341 5.62838 0.736
C 2.96009 3.90771 5.68099 -0.226
C 5.38091 2.29796 4.33529 -0.218
C 2.70561 0.75665 5.04122 -0.592
Se 1.85813 1.19623 3.31853 0.886
C 0.27320 2.01982 4.07965 -0.375
H 5.28950 2.54523 7.75660 0.012
H 5.15460 0.81808 7.40392 0.013
H 3.79756 1.67832 8.14290 0.013
H 3.64720 4.70974 5.95295 0.017
H 2.15176 3.88799 6.41309 0.018
H 2.53992 4.13213 4.70000 0.011
H 6.02277 3.15392 4.54513 0.017
H 4.98043 2.40527 3.32640 0.006
H 5.99154 1.39456 4.37284 0.017
H 1.91519 0.54283 5.76074 0.015
H 3.27705 -0.16226 4.89730 0.001
H 0.56170 2.84949 4.72062 0.005
H -0.28833 1.28256 4.65126 0.024
H -0.30643 2.37128 3.23079 0.007
C -1.79815 7.82289 0.12815 -0.060
C -1.50512 6.34500 0.12455 -0.275
C -2.53043 5.41128 0.08473 -0.017
C -2.26735 4.04595 0.04335 -0.200
C -3.40883 3.06220 -0.01761 -0.038
C -0.94193 3.60968 0.07159 -0.059
C 0.10983 4.53087 0.12364 -0.188
C 1.54683 4.07607 0.13199 -0.019
C -0.19340 5.88644 0.13815 -0.015
C -0.64807 2.12971 0.05451 -0.688
O -1.05021 1.44563 -0.91871 -0.175
O 0.00038 1.64617 1.02813 -0.279
H -2.84247 8.01667 0.37233 0.069
H -1.59688 8.25758 -0.85350 0.079
H -1.17313 8.34524 0.85379 0.074
H -3.56195 5.74875 0.07860 0.109
H -4.36589 3.57794 0.05656 0.072
H -3.34338 2.33770 0.79793 0.083
H -3.37465 2.49976 -0.95071 0.080
H 1.75180 3.45213 1.00196 0.059
H 2.22077 4.93268 0.13871 0.078
H 1.77321 3.46906 -0.74771 0.085
H 0.61844 6.60688 0.16501 0.113
O -5.42930 -6.86895 -4.33621 -0.376
S -6.65618 -6.27859 -4.83232 0.386
O -6.61475 -5.84974 -6.22038 -0.366
O -7.86808 -6.96263 -4.42861 -0.365
C -6.76048 -4.67231 -3.96975 -0.337
N -7.90815 -3.99183 -4.06476 0.124
C -7.94672 -2.81995 -3.45361 -0.123
C -6.87267 -2.29712 -2.74546 -0.004
C -5.72828 -3.07571 -2.71239 -0.226
N -5.68160 -4.25501 -3.32518 0.155
C -4.47780 -2.68576 -2.00654 -0.127
C -3.40698 -3.57961 -2.00179 0.013
C -2.24143 -3.21477 -1.36381 -0.158
N -2.07145 -2.04436 -0.74025 -0.017
C -3.09966 -1.19627 -0.73553 -0.134
C -4.30972 -1.47123 -1.35331 0.010
H -8.87897 -2.26795 -3.52924 0.106
H -6.94728 -1.33754 -2.25467 0.096
H -3.51798 -4.53051 -2.50636 0.122
H -1.38774 -3.88518 -1.35390 0.091
H -2.92415 -0.24005 -0.25264 0.097
H -5.09583 -0.72978 -1.32694 0.106
```

**HOMO**: -5.57 eV
**Max |F|**: 1.03 eV/Å
**Net charge**: -1
**LUMO level**: 1.4 eV
**Kohn-Sham gap**: 6.99 eV
**Calculated total energy**: -211907.018 eV

***

No. 2
Molecular formula: C43H57F20N4O16S2Si
Method: DFT, ωB97M-V with the def2-TZVPD basis set

Structure (XYZ):
```
143
Properties=species:S:1:pos:R:3:lowdin_charge:R:1
C 5.84005 -4.37957 -0.66368 -0.012
C 5.08521 -3.06822 -0.84891 -0.317
C 3.62010 -3.14033 -0.49860 -0.106
O 3.05344 -4.40765 -0.84814 0.060
C 1.75590 -4.61214 -0.64074 -0.522
O 1.26675 -5.64914 -0.96810 0.084
C 0.84919 -3.52273 -0.01178 -0.313
S -0.54190 -4.36703 0.76974 1.105
N -1.97227 -3.95508 -0.12585 -0.333
N -2.35307 -4.71611 -1.11471 0.100
N -3.46616 -4.24890 -1.61248 0.116
C -3.79447 -3.18019 -0.91186 -0.027
N -2.88334 -2.94639 0.03647 0.109
C -2.98689 -1.82670 1.04260 -0.492
F -3.35820 -2.37587 2.20180 0.161
F -4.03816 -1.13383 0.56868 0.127
C -1.82321 -0.87557 1.20286 -0.122
C -1.66887 -0.04149 -0.07513 -0.210
Si -0.11752 1.06396 -0.20184 0.612
C 1.12974 0.72539 1.17286 -0.146
C -0.60386 2.85555 -0.05714 -0.155
C 0.62880 0.66026 -1.88348 -0.248
C 2.00200 0.54450 -2.13748 -0.094
C 2.45742 0.21074 -3.41467 -0.069
C 1.54324 -0.01118 -4.44095 -0.075
C 0.17356 0.11684 -4.20766 -0.066
C -0.28629 0.44319 -2.93302 -0.101
O 5.26198 -2.49431 -2.15891 -0.022
C 6.16620 -1.48391 -2.20642 -0.542
O 5.96885 -0.42922 -1.67801 0.134
C 7.44128 -1.70298 -3.01164 -0.425
S 7.70487 -3.38274 -3.65789 0.745
H 5.74639 -5.01187 -1.53866 0.091
H 5.44015 -4.86839 0.22310 0.092
H 6.87736 -4.14401 -0.44446 0.083
H 5.51706 -2.35141 -0.14790 0.150
H 3.09129 -2.36078 -1.03286 0.133
H 3.49947 -2.96375 0.56966 0.138
H 1.30777 -2.91442 0.76226 0.071
H 0.54314 -2.82437 -0.79552 0.114
H -4.66941 -2.57007 -1.04616 0.159
H -2.11611 -0.22515 2.02843 0.123
H -0.91348 -1.36789 1.52232 0.095
H -2.52678 0.60338 -0.24792 0.082
H -1.63768 -0.74077 -0.91613 0.062
H 1.47335 1.65585 1.62229 0.042
H 2.00883 0.23118 0.79826 0.006
H 0.73968 0.11890 1.99400 0.021
H 0.24998 3.52322 -0.15749 0.047
H -0.99673 3.02228 0.94673 0.018
H -1.39006 3.14896 -0.75075 0.020
H 2.71686 0.70710 -1.34020 0.094
H 3.51449 0.09424 -3.60990 0.100
H 1.85950 -0.29244 -5.43359 0.091
H -0.55501 -0.05818 -4.98792 0.102
H -1.34614 0.53055 -2.74643 0.064
H 8.28370 -1.45328 -2.37627 0.089
H 7.43282 -1.02718 -3.86102 0.083
H 8.49957 -3.87181 -2.69793 -0.140
C 3.68294 -0.06112 -11.45463 -0.058
C 2.37070 -0.69660 -11.05259 -0.192
O 1.93621 -0.22008 -9.76028 0.032
C 1.29187 0.93662 -9.75508 -0.404
O 1.03602 1.62160 -10.69863 0.179
C 0.85799 1.27799 -8.31864 -0.540
F 1.83594 1.04038 -7.43427 0.152
F -0.20106 0.53234 -7.95967 0.156
F 0.50943 2.55387 -8.21172 0.179
H 4.43750 -0.22442 -10.68477 0.083
H 4.03716 -0.48824 -12.39171 0.085
H 3.57322 1.01520 -11.58437 0.080
H 2.48591 -1.77254 -10.94285 0.125
H 1.59462 -0.52180 -11.79593 0.126
C -3.61876 4.77163 -5.20211 -0.052
C -4.52553 4.60508 -4.00374 -0.178
O -4.90491 3.21771 -3.82752 0.050
C -4.04497 2.45644 -3.18836 -0.400
O -2.98378 2.77669 -2.73448 0.157
C -4.61102 1.03372 -3.04306 -0.535
F -5.17044 0.58766 -4.16529 0.183
F -5.54230 0.98214 -2.08138 0.168
F -3.63123 0.18156 -2.70497 0.133
H -4.08788 4.35993 -6.09582 0.086
H -3.40718 5.82652 -5.36895 0.088
H -2.67391 4.24813 -5.05586 0.079
H -5.45781 5.14434 -4.15140 0.129
H -4.06499 4.98492 -3.09308 0.124
C -0.09615 -8.06501 -0.97211 -0.076
C -1.22471 -9.07164 -0.90021 -0.191
O -0.95586 -10.22079 -1.72508 0.036
C -0.18877 -11.15559 -1.18064 -0.398
O 0.29369 -11.13317 -0.08770 0.172
C -0.03206 -12.33334 -2.15967 -0.552
F 0.19857 -11.90305 -3.40432 0.168
F -1.15279 -13.06619 -2.17429 0.170
F 0.97571 -13.11693 -1.79622 0.178
H 0.10148 -7.78429 -2.00519 0.088
H -0.35093 -7.17573 -0.40823 0.031
H 0.82361 -8.48452 -0.56548 0.087
H -2.14455 -8.64017 -1.29160 0.123
H -1.41944 -9.38477 0.12523 0.125
C -4.33743 6.19052 3.27797 -0.058
C -3.04221 6.96288 3.39821 -0.191
O -2.24584 6.83044 2.20330 0.030
C -2.55692 7.64630 1.20511 -0.400
O -3.42452 8.46645 1.19533 0.178
C -1.59034 7.41488 0.03021 -0.547
F -1.39396 6.10827 -0.18792 0.156
F -0.40094 7.97145 0.28836 0.172
F -2.05993 7.95360 -1.09020 0.175
H -4.13743 5.14689 3.03374 0.069
H -4.89145 6.23363 4.21489 0.086
H -4.96426 6.59986 2.48607 0.080
H -2.43056 6.55964 4.20270 0.122
H -3.22128 8.01479 3.61493 0.127
C 0.29044 0.05234 7.35922 -0.056
C -1.03544 0.77408 7.44867 -0.180
O -1.13963 1.78747 6.42082 0.052
C -1.52842 1.38088 5.23251 -0.404
O -1.80519 0.26222 4.89966 0.154
C -1.62922 2.58248 4.27687 -0.538
F -0.58140 3.39829 4.38477 0.180
F -2.73182 3.29778 4.52620 0.171
F -1.69301 2.15194 3.01269 0.143
H 1.11497 0.76460 7.39644 0.082
H 0.39708 -0.65210 8.18244 0.088
H 0.37370 -0.49611 6.42026 0.076
H -1.11458 1.29898 8.39571 0.112
H -1.87555 0.08423 7.38631 0.128
C -0.06801 6.52537 11.88057 -0.057
C -0.88144 5.26209 11.70784 -0.192
O -0.18695 4.30538 10.87783 0.030
C 0.71411 3.55296 11.49163 -0.404
O 1.00912 3.58340 12.64739 0.182
C 1.32646 2.56130 10.48741 -0.538
F 1.61755 3.14730 9.31857 0.162
F 0.46207 1.56139 10.22954 0.149
F 2.44454 2.02309 10.95373 0.183
H 0.19706 6.94421 10.90948 0.084
H -0.63661 7.26617 12.44089 0.085
H 0.85943 6.32372 12.41569 0.080
H -1.81297 5.47638 11.18869 0.124
H -1.13380 4.81190 12.66654 0.126
```

**HOMO**: -11.06 eV
**Max |F|**: 1.12 eV/Å
**Net charge**: +1
**LUMO level**: -4.4 eV
**Kohn-Sham gap**: 6.64 eV
**Calculated total energy**: -168128.068 eV

***

No. 3
Molecular formula: C43H57F24N3O11
Method: DFT, ωB97M-V with the def2-TZVPD basis set

Structure (XYZ):
```
138
Properties=species:S:1:pos:R:3:lowdin_charge:R:1
F 10.39550 -15.53358 0.45276 0.087
C 9.03394 -15.53062 0.53360 -0.279
F 8.61227 -16.39494 1.50011 0.086
C 8.50779 -14.11714 0.82406 -0.455
F 9.00366 -13.71534 2.02018 0.132
F 7.15624 -14.14090 0.91692 0.129
C 8.94252 -13.14556 -0.24126 -0.052
O 8.51503 -13.55699 -1.53751 0.035
C 8.93218 -12.77335 -2.57512 -0.525
F 8.31905 -11.57936 -2.54501 0.156
F 10.26253 -12.53366 -2.42034 0.110
C 8.67391 -13.53481 -3.88592 -0.277
F 9.19799 -12.92886 -4.95960 0.109
F 9.12442 -14.81189 -3.78390 0.100
H 8.67611 -15.92933 -0.42417 0.173
H 10.02382 -13.01266 -0.23923 0.141
H 8.51304 -12.16442 -0.02315 0.151
H 7.59073 -13.64210 -4.00793 0.151
F 11.31328 -6.19595 -9.81087 0.115
C 11.27768 -7.09508 -8.81425 -0.317
F 11.79503 -8.26134 -9.27507 0.085
C 12.02237 -6.61446 -7.54025 -0.428
F 11.79967 -7.51897 -6.55358 0.117
F 11.48210 -5.44247 -7.12715 0.132
C 13.52983 -6.46680 -7.79220 -0.045
O 14.28825 -6.20404 -6.62593 0.064
C 14.92764 -7.29110 -6.08096 -0.554
F 14.21095 -8.41166 -6.22458 0.144
F 16.14990 -7.44933 -6.63271 0.150
C 15.17452 -7.05618 -4.59224 -0.280
F 15.66660 -5.82499 -4.32005 0.110
F 14.07521 -7.22901 -3.80390 0.085
H 10.25107 -7.25429 -8.46207 0.142
H 13.71607 -5.62628 -8.46103 0.157
H 13.88050 -7.35198 -8.32790 0.137
H 15.88213 -7.81995 -4.24497 0.172
F 7.15738 -9.35834 -12.34975 0.095
C 7.51792 -9.99657 -11.20954 -0.285
F 7.21808 -11.32172 -11.27074 0.095
C 8.95751 -9.70422 -10.77136 -0.410
F 8.97781 -8.39257 -10.37104 0.095
F 9.83332 -9.81546 -11.79657 0.130
C 9.40483 -10.57073 -9.58996 -0.037
O 8.43801 -10.45065 -8.55329 0.037
C 8.92079 -10.06501 -7.33686 -0.527
F 9.83233 -10.96507 -6.92941 0.160
F 9.53507 -8.86318 -7.42573 0.131
C 7.71369 -10.02868 -6.39154 -0.272
F 8.10462 -9.63305 -5.13905 0.085
F 6.69576 -9.25390 -6.79138 0.115
H 6.88963 -9.58495 -10.40796 0.146
H 10.39990 -10.29306 -9.25637 0.118
H 9.41906 -11.58805 -9.98076 0.150
H 7.40061 -11.07366 -6.26165 0.157
O 12.10048 -12.20198 -9.49479 0.126
C 13.22313 -11.89010 -9.22692 -0.477
C 13.62596 -10.64239 -8.46397 -0.084
C 15.04313 -10.98869 -8.04910 -0.149
C 15.49164 -12.00741 -9.10936 -0.143
O 14.29263 -12.64183 -9.54802 0.046
H 13.62266 -9.84097 -9.20833 0.122
H 12.90691 -10.45618 -7.67331 0.106
H 15.72880 -10.14443 -7.99268 0.109
H 14.99687 -11.46392 -7.06737 0.112
H 16.01540 -11.56174 -9.95573 0.129
H 16.12825 -12.73947 -8.61372 0.126
O 3.98344 -8.83238 -9.40154 0.141
C 4.70930 -7.95772 -9.02532 -0.500
C 4.44595 -6.92666 -7.95846 -0.067
C 5.53115 -5.90575 -8.22619 -0.132
C 6.65470 -6.76098 -8.87172 -0.143
O 5.94000 -7.80553 -9.54685 -0.016
H 3.43117 -6.54716 -8.02015 0.132
H 4.61124 -7.41835 -6.99688 0.127
H 5.17185 -5.13925 -8.91410 0.118
H 5.91191 -5.42067 -7.32819 0.117
H 7.25656 -6.16138 -9.54554 0.103
H 7.27030 -7.18017 -8.07488 0.110
O 2.70784 -11.69160 -8.59293 0.119
C 3.69984 -12.33567 -8.36612 -0.468
C 5.11709 -11.88958 -8.00427 -0.077
C 5.88308 -13.06033 -8.58103 -0.157
C 4.95745 -14.23208 -8.30775 -0.159
O 3.67048 -13.67321 -8.51409 0.035
H 5.36614 -10.91195 -8.40833 0.101
H 5.09406 -11.81315 -6.91440 0.101
H 6.08628 -12.97104 -9.64690 0.111
H 6.84713 -13.15160 -8.06974 0.115
H 5.16695 -15.04018 -9.00655 0.127
H 5.09982 -14.57070 -7.27697 0.126
O 5.58223 -12.60156 -4.79016 0.097
C 5.39498 -11.91859 -3.81639 -0.474
C 4.91574 -10.46453 -3.75692 -0.049
C 5.27360 -10.11006 -2.30253 -0.141
C 5.18096 -11.46072 -1.57622 -0.130
O 5.56172 -12.39253 -2.58068 0.023
H 5.32282 -9.81456 -4.52288 0.106
H 3.82535 -10.45589 -3.82428 0.135
H 6.28680 -9.71011 -2.25263 0.112
H 4.57295 -9.35424 -1.94975 0.116
H 5.89286 -11.50852 -0.75730 0.122
H 4.15150 -11.61868 -1.25176 0.132
C 11.97973 -10.95820 -4.68701 -0.090
C 13.32361 -10.88701 -3.93644 -0.239
C 13.25256 -11.37794 -2.49510 -0.186
C 12.24775 -10.72578 -1.65681 -0.238
N 11.45524 -10.20655 -1.01273 0.161
H 11.80996 -11.97862 -5.03273 0.078
H 12.00014 -10.28254 -5.53994 0.046
H 11.15405 -10.70021 -4.02541 0.064
H 13.66898 -9.85022 -3.96640 0.086
H 14.07752 -11.44820 -4.49080 0.103
H 14.24490 -11.26984 -2.04821 0.119
H 13.12498 -12.46369 -2.47074 0.122
C 7.91423 -5.63258 -13.43047 -0.080
C 7.06148 -6.13721 -12.27734 -0.265
C 5.66542 -6.63890 -12.64360 -0.167
C 4.93603 -5.67528 -13.48960 -0.234
N 4.34543 -4.95753 -14.16434 0.144
H 8.23516 -6.36422 -14.17267 0.057
H 8.80048 -5.18966 -12.97446 0.078
H 7.40092 -4.87293 -14.02359 0.075
H 6.92610 -5.35276 -11.52465 0.103
H 7.64412 -6.86126 -11.70170 0.077
H 5.00442 -6.72828 -11.78244 0.108
H 5.76185 -7.55791 -13.22247 0.107
C 9.35736 -11.10723 -15.85184 -0.098
C 8.03681 -10.35370 -15.94255 -0.253
C 8.09796 -8.82919 -15.77543 -0.202
C 8.67883 -8.15900 -16.95683 -0.234
N 9.09575 -7.65746 -17.90094 0.137
H 9.98650 -10.85751 -16.71157 0.074
H 9.23724 -12.18787 -15.83994 0.073
H 9.91042 -10.81042 -14.95943 0.071
H 7.54798 -10.62428 -14.99762 0.096
H 7.37110 -10.59947 -16.76664 0.115
H 8.79754 -8.60729 -14.96344 0.105
H 7.15306 -8.33578 -15.55716 0.110
```

**HOMO**: -9.71 eV
**Max |F|**: 2.27 eV/Å
**LUMO level**: 0.1 eV
**Kohn-Sham gap**: 9.78 eV
**Calculated total energy**: -137729.076 eV